No. 1
Formula: C24H37FeO5P
Source: the OMol25 dataset
Level of theory: ωB97M-V with the def2-TZVPD basis set

ORCA input file:
```
! RIJCOSX wB97M-V def2-TZVPD def2/J DEFGRID3
* xyz 1 6
Fe 0.282 0.853 0.308
C 0.730 1.447 3.397
C -0.754 1.729 3.683
C -1.213 1.024 4.956
C -1.550 1.346 2.455
C -2.209 0.125 2.326
C -2.844 -0.229 1.142
C -2.850 0.625 0.042
C -3.540 0.246 -1.239
C -2.254 1.880 0.190
C -1.626 2.243 1.380
H 1.351 1.788 4.225
H 1.066 1.979 2.498
H 0.903 0.374 3.268
H -0.866 2.808 3.824
H -1.020 -0.049 4.912
H -2.278 1.183 5.122
H -0.674 1.422 5.815
H -2.268 -0.550 3.170
H -3.375 -1.172 1.087
H -2.832 0.250 -2.070
H -4.331 0.960 -1.470
H -3.985 -0.744 -1.163
H -2.351 2.612 -0.604
H -1.234 3.246 1.494
O 2.127 4.582 -0.890
C 1.453 3.588 -0.925
O 0.748 2.966 -0.107
C 1.439 2.862 -2.427
C 0.070 2.232 -2.690
C 0.007 1.866 -4.181
C 0.956 0.646 -4.231
C 1.374 0.532 -2.758
O 0.183 0.944 -2.058
C 2.355 1.668 -2.448
C 3.068 1.420 -0.996
O 4.177 1.872 -0.895
O 2.340 0.764 -0.197
H 1.719 3.660 -3.107
H -0.781 2.779 -2.295
H -1.012 1.601 -4.457
H 0.330 2.692 -4.812
H 0.441 -0.259 -4.551
H 1.814 0.799 -4.883
H 1.686 -0.454 -2.426
H 3.189 1.762 -3.137
C 3.215 -2.221 0.588
C 1.982 -2.608 -0.229
P 0.455 -1.684 0.220
C -0.803 -2.311 -0.989
C -0.630 -3.718 -1.561
C 0.021 -2.407 1.867
C -0.548 -3.824 1.875
H 4.080 -2.776 0.229
H 3.097 -2.459 1.645
H 3.425 -1.158 0.496
H 1.763 -3.671 -0.113
H 2.176 -2.423 -1.288
H -0.794 -1.591 -1.813
H -1.775 -2.214 -0.499
H 0.258 -3.794 -2.186
H -1.491 -3.951 -2.188
H -0.570 -4.478 -0.785
H -0.687 -1.723 2.335
H 0.943 -2.366 2.453
H -1.488 -3.875 1.326
H -0.745 -4.129 2.902
H 0.153 -4.538 1.442
*
```

largest force on an atom: 0.0321 Eh/bohr
relative energy (zero: lowest compared OMol25 entry of this formula, charge and spin): 10.8 kcal/mol
E: -2917.75675 Eh
HOMO level (spin up / spin down): -0.4519 / -0.4413 Eh
frontier orbital gap (spin up / spin down): 0.368 / 0.208 Ha

The computed Mulliken charges, all in e, follow:
1. Fe 1.091
2. C -1.304
3. C 0.535
4. C -1.712
5. C 0.651
6. C -0.230
7. C -0.787
8. C 1.337
9. C -1.693
10. C 0.081
11. C -1.920
12. H 0.549
13. H 0.205
14. H 0.136
15. H 0.581
16. H 0.306
17. H 0.409
18. H 0.449
19. H 0.489
20. H 0.442
21. H 0.192
22. H 0.461
23. H 0.350
24. H 0.419
25. H 0.237
26. O -0.510
27. C 0.041
28. O -0.534
29. C 0.030
30. C -0.178
31. C -0.875
32. C -0.844
33. C -0.183
34. O 0.093
35. C 0.101
36. C -0.174
37. O -0.607
38. O -0.608
39. H 0.559
40. H 0.363
41. H 0.347
42. H 0.435
43. H 0.350
44. H 0.420
45. H 0.182
46. H 0.585
47. C -1.369
48. C -0.775
49. P 0.776
50. C -0.005
51. C -1.571
52. C 0.611
53. C -1.568
54. H 0.401
55. H 0.341
56. H 0.256
57. H 0.503
58. H 0.520
59. H 0.133
60. H 0.244
61. H 0.342
62. H 0.463
63. H 0.283
64. H -0.454
65. H 0.493
66. H 0.333
67. H 0.451
68. H 0.327

=====

No. 2
Formula: C4H11N3O2
Source: the OMol25 dataset
Level of theory: ωB97M-V with the def2-TZVPD basis set

ORCA input file:
```
! RIJCOSX wB97M-V def2-TZVPD def2/J DEFGRID3
* xyz 0 1
H 2.161 0.120 -2.430
N 1.462 0.014 -1.708
C 0.241 -0.008 -2.039
N -0.306 0.407 -3.263
N -0.729 -0.391 -1.116
C -1.991 0.359 -0.836
H -1.264 0.104 -3.394
H 0.218 0.023 -4.041
H -0.349 -0.596 -0.190
H -1.994 1.370 -0.446
H -2.558 -0.355 -0.253
H -2.461 0.443 -1.810
C 0.946 0.038 3.637
C 0.621 -0.220 2.197
O -0.314 0.253 1.584
O 1.688 -0.724 1.537
H 1.988 0.392 3.678
H 0.908 -0.956 4.114
H 0.322 0.788 4.105
H 1.411 -1.061 0.675
*
```

largest force on an atom: 0.0572 Eh/bohr
relative energy (zero: lowest compared OMol25 entry of this formula, charge and spin): 24.1 kcal/mol
E: -473.76433 Eh
HOMO level: -0.3272 Eh
frontier orbital gap: 0.359 Ha
structure (SMILES): [H]/N=C(\N)NC.CC(=O)O

The computed Mulliken charges, all in e, follow:
1. H 0.187
2. N -0.575
3. C 0.572
4. N -0.529
5. N -0.282
6. C -0.949
7. H 0.230
8. H 0.273
9. H 0.143
10. H 0.248
11. H 0.347
12. H 0.372
13. C -0.974
14. C 0.773
15. O -0.573
16. O -0.432
17. H 0.299
18. H 0.270
19. H 0.303
20. H 0.297

=====

No. 3
Formula: C10H18INS
Source: the OMol25 dataset
Level of theory: ωB97M-V with the def2-TZVPD basis set

ORCA input file:
```
! RIJCOSX wB97M-V def2-TZVPD def2/J DEFGRID3
* xyz 0 1
C 2.864 1.221 -1.809
C 1.443 1.434 -1.328
C 0.618 0.083 -1.142
C 0.599 -0.654 0.178
C 1.912 -0.995 0.776
C -0.462 -1.697 0.125
C -0.859 -2.379 1.394
C -0.113 0.708 1.271
S 0.623 1.384 2.579
N -1.373 0.941 0.976
C -2.243 1.452 0.256
C -3.718 1.385 0.547
I -4.557 -0.611 0.068
H 3.590 1.949 -1.658
H 3.051 1.179 -2.908
H 3.314 0.321 -1.480
H 1.380 2.113 -0.459
H 0.703 1.924 -1.975
H 1.092 -0.644 -1.960
H -0.415 0.196 -1.492
H 1.803 -1.447 1.811
H 2.484 -1.597 0.183
H 2.476 -0.040 0.970
H 0.061 -2.548 -0.369
H -1.312 -1.345 -0.499
H -1.059 -1.630 2.142
H -0.125 -3.115 1.643
H -1.714 -3.158 1.309
H -1.820 1.958 -0.695
H -4.333 2.014 0.014
H -3.912 1.596 1.535
*
```

largest force on an atom: 0.0826 Eh/bohr
relative energy (zero: lowest compared OMol25 entry of this formula, charge and spin): 0.0 kcal/mol
E: -1142.34453 Eh
HOMO level: -0.2959 Eh
frontier orbital gap: 0.275 Ha
structure (SMILES): CCC[C@](C)(CC)C(=S)/N=C/CI

The computed Mulliken charges, all in e, follow:
1. C -1.465
2. C -0.281
3. C -1.341
4. C 1.848
5. C -2.114
6. C -0.623
7. C -1.401
8. C -0.339
9. S -0.256
10. N 0.086
11. C 0.209
12. C -1.276
13. I 0.029
14. H 0.448
15. H 0.344
16. H 0.308
17. H 0.284
18. H 0.325
19. H 0.426
20. H 0.513
21. H 0.410
22. H 0.521
23. H 0.375
24. H 0.471
25. H 0.261
26. H 0.302
27. H 0.419
28. H 0.303
29. H 0.278
30. H 0.513
31. H 0.424

=====

Question: relative energy (zero: lowest compared OMol25 entry of this formula, charge and spin) of number 1 (C24H37FeO5P)?
Answer: 10.8 kcal/mol

=====

Question: Which value of relative energy (zero: lowest compared OMol25 entry of this formula, charge and spin) does entry 1 give?
Answer: 10.8 kcal/mol

=====

Question: Which value of largest force on an atom does entry 1 give?
Answer: 0.0321 Eh/bohr